(1)
{"formula": "C9H12N3OS", "method": "ωB97M-V with the def2-TZVPD basis set", "elements": ["C", "C", "C", "C", "C", "C", "C", "C", "C", "N", "N", "N", "O", "S", "H", "H", "H", "H", "H", "H", "H", "H", "H", "H", "H", "H"], "positions_angstrom": [[-2.058029, -1.129288, -3.132629], [-0.983904, -1.138168, -2.224707], [-2.808482, -0.011644, -3.341904], [-1.438302, 1.188388, -1.985923], [-0.813823, 0.057490, -1.491972], [0.039758, 0.125069, -0.369908], [1.351057, -0.983679, 1.376651], [1.613476, 1.400667, 1.608687], [-0.666890, -1.437706, 2.702269], [-2.444935, 1.146003, -2.822317], [0.573395, -0.814383, 0.317605], [3.041018, 1.615075, 1.386642], [0.759724, -1.436918, 2.489315], [0.482771, 1.826861, 0.277294], [-2.106229, -1.990858, -3.800350], [-0.585624, -2.034007, -1.777418], [-3.719709, -0.031861, -3.891927], [-1.265292, 2.164662, -1.569767], [2.391417, -1.137527, 1.285670], [1.303374, 1.928834, 2.506297], [-0.839498, -0.549740, 3.212482], [-0.856210, -2.322248, 3.318915], [-1.320351, -1.563063, 1.826463], [3.381184, 1.128130, 0.556642], [3.513903, 1.353622, 2.180521], [3.456200, 2.646287, 1.363368]], "forces_ev_per_angstrom": [[2.3, -2.1, -0.7], [-2.2, 1.2, 1.3], [0.4, 0.5, 0.3], [-0.7, 0.5, 0.7], [0.2, -1.2, -1.7], [2.8, 0.5, 3.3], [-3.7, 1.6, 0.7], [-2.3, -0.5, -0.9], [0.2, -1.7, -0.7], [-0.6, 0.8, -0.3], [-0.5, -0.3, -1.8], [0.6, 3.8, -2.2], [1.6, -0.5, -0.9], [1.0, -0.5, 0.6], [-0.7, 0.0, 0.4], [0.5, -0.3, -0.7], [-0.4, 0.0, -0.6], [0.4, 0.3, 0.1], [0.9, -0.5, 0.1], [0.1, -0.2, 0.1], [-0.8, 1.5, 0.9], [0.2, 0.4, 0.1], [0.7, 0.3, -0.1], [0.1, 0.1, 0.2], [1.5, -1.8, 2.4], [-1.4, -1.8, -0.7]], "lowdin_charge": [-0.04, 0.04, -0.11, -0.12, -0.23, -0.42, -0.17, -0.51, 0.00, 0.10, 0.09, 0.07, -0.07, 0.95, 0.12, 0.12, 0.12, 0.09, 0.13, 0.06, 0.08, 0.11, 0.10, 0.16, 0.11, 0.22], "total_energy_ev": -26870.5262, "mol_weight_g_mol": 210.3, "spin_multiplicity": 1, "charge": 1, "gap_ha": 0.309}

---

(2)
{"formula": "C10H30O5RbS5", "method": "ωB97M-V with the def2-TZVPD basis set", "elements": ["Rb", "C", "S", "O", "C", "H", "H", "H", "H", "H", "H", "C", "S", "O", "C", "H", "H", "H", "H", "H", "H", "C", "S", "O", "C", "H", "H", "H", "H", "H", "H", "C", "S", "O", "C", "H", "H", "H", "H", "H", "H", "C", "S", "O", "C", "H", "H", "H", "H", "H", "H"], "positions_angstrom": [[-29.879200, -20.992980, 22.191730], [-36.651950, -15.269840, 20.619480], [-34.819540, -15.473620, 20.568040], [-34.535230, -16.944740, 20.316730], [-34.533000, -14.411690, 19.119390], [-37.130740, -15.705330, 19.742440], [-36.846730, -14.203090, 20.508940], [-37.072330, -15.671030, 21.541670], [-33.458160, -14.235530, 19.077090], [-35.018610, -13.435870, 19.111310], [-34.828960, -14.901140, 18.191520], [-32.017970, -17.698770, 29.318410], [-32.152720, -17.887670, 27.530850], [-30.789280, -17.795860, 26.822600], [-32.701720, -19.713030, 27.601490], [-31.796440, -16.640220, 29.454400], [-31.230170, -18.292790, 29.781670], [-32.993340, -17.731680, 29.803870], [-33.308860, -20.068540, 26.768970], [-33.441490, -19.863930, 28.387670], [-31.917180, -20.453880, 27.755530], [-27.528760, -23.000580, 14.250250], [-28.785070, -23.820630, 15.349440], [-28.440140, -23.316270, 16.771640], [-30.205720, -22.691240, 14.857090], [-27.600590, -23.263190, 13.194800], [-26.583330, -23.495360, 14.472630], [-27.384180, -21.929940, 14.394980], [-29.876700, -21.712790, 14.507140], [-30.800330, -22.798850, 15.764260], [-30.853590, -23.090590, 14.076780], [-23.681340, -18.691300, 18.407020], [-24.879760, -17.371540, 18.159090], [-25.806560, -17.207030, 19.369610], [-23.675000, -15.981760, 18.195290], [-22.903270, -18.668410, 17.644010], [-24.075490, -19.698780, 18.540110], [-23.010670, -18.509420, 19.246790], [-24.217840, -15.039430, 18.121510], [-23.054470, -15.962370, 17.299370], [-22.940070, -16.100240, 18.991490], [-25.931980, -26.214640, 27.707020], [-25.455180, -26.357810, 25.878370], [-25.947630, -25.050820, 25.172210], [-23.636330, -26.260070, 26.080570], [-24.982560, -26.144270, 28.237810], [-26.467870, -27.048120, 28.161150], [-26.499760, -25.311110, 27.929150], [-23.350020, -26.420910, 25.041220], [-23.285610, -27.052680, 26.741520], [-23.390700, -25.341870, 26.614120]], "forces_ev_per_angstrom": [[0.1, 0.1, 0.0], [0.4, 0.3, -0.6], [-0.9, -0.7, 0.7], [-0.2, 1.6, -0.4], [0.4, -0.5, -0.8], [0.2, -0.5, 0.0], [0.0, 0.1, 0.5], [0.2, 0.0, -0.1], [0.0, -0.1, 0.0], [-0.2, -0.1, 0.7], [0.0, -0.3, 0.1], [0.5, 1.1, 0.0], [0.7, -1.6, -1.2], [-2.0, -0.4, 1.5], [-0.5, 0.1, 0.1], [0.5, 0.1, -0.1], [-0.3, -0.2, -0.1], [-0.1, -0.8, -0.2], [0.4, 0.7, -0.7], [0.3, 0.5, 0.5], [0.4, 0.5, 0.1], [0.7, -1.1, 0.0], [0.6, 2.9, 0.9], [-0.5, -1.0, -2.2], [0.1, -1.4, 0.0], [-0.9, 0.2, -0.1], [0.1, 0.1, 0.6], [-0.5, -0.1, 0.2], [0.1, 0.0, 0.8], [0.1, 0.9, 0.1], [0.4, -0.4, -0.2], [1.4, 0.0, 0.8], [-1.0, 0.8, 0.8], [1.6, -0.5, -1.4], [0.3, -0.5, -0.6], [-0.6, -0.1, -0.8], [-0.4, 0.3, -0.3], [-0.5, 0.3, 0.7], [-0.1, -0.2, 0.7], [-0.2, -0.5, -0.4], [-0.5, 0.3, 0.5], [0.9, 0.2, -0.1], [-1.6, 2.0, 0.1], [1.2, -2.4, 1.5], [-1.2, -0.1, 0.4], [0.0, 0.1, 0.1], [0.0, -0.3, -0.7], [0.1, 0.1, -0.6], [0.7, 0.5, 0.3], [-0.2, -0.4, -0.3], [0.2, 0.3, -0.8]], "lowdin_charge": [0.94, -0.25, 0.82, -0.58, -0.28, 0.06, 0.04, 0.05, 0.04, 0.05, 0.06, -0.29, 0.85, -0.59, -0.24, 0.04, 0.07, 0.06, 0.03, 0.04, 0.05, -0.27, 0.86, -0.61, -0.24, 0.05, 0.04, 0.06, 0.05, 0.03, 0.04, -0.29, 0.83, -0.59, -0.25, 0.05, 0.05, 0.05, 0.05, 0.05, 0.05, -0.23, 0.85, -0.61, -0.27, 0.03, 0.04, 0.05, 0.04, 0.05, 0.06], "total_energy_ev": -75914.0330, "mol_weight_g_mol": 476.1, "spin_multiplicity": 1, "charge": 1, "gap_ha": 0.264}

---

(3)
{"formula": "C5H8S", "method": "ωB97M-V with the def2-TZVPD basis set", "elements": ["C", "C", "C", "C", "C", "S", "H", "H", "H", "H", "H", "H", "H", "H"], "positions_angstrom": [[2.644897, 0.242567, 1.449422], [-0.934341, 0.092158, 0.813707], [2.195062, 0.159722, 0.192408], [-0.479138, -0.334738, -0.410657], [-2.893986, -0.347140, -2.088234], [-1.555750, -1.221617, -1.619455], [3.731878, 0.382643, 1.741170], [2.037028, 0.309175, 2.320472], [-1.712147, -0.439702, 1.358664], [-0.376773, 0.782752, 1.389194], [2.990644, 0.448861, -0.571838], [1.067824, 0.098556, -0.198970], [-3.346684, 0.305204, -1.331326], [-3.368515, -0.478441, -3.044555]], "forces_ev_per_angstrom": [[1.1, 0.4, -0.3], [0.4, -2.1, -2.2], [0.7, 1.6, -0.8], [-3.9, 0.5, 0.9], [0.7, -0.2, 1.8], [0.5, 0.8, 0.3], [-1.3, -0.2, -0.9], [-0.8, -0.5, 0.5], [-0.4, 0.4, -0.4], [0.8, 0.5, 0.4], [-1.2, -1.0, 0.6], [3.0, 0.1, 0.8], [0.2, 0.0, -0.6], [0.2, -0.1, -0.2]], "lowdin_charge": [-0.10, -0.09, -0.10, -0.41, -0.38, 0.86, 0.06, 0.02, 0.06, 0.03, 0.07, -0.02, 0.02, 0.00], "total_energy_ev": -16143.5021, "mol_weight_g_mol": 100.2, "spin_multiplicity": 1, "gap_ha": [0.288, 0.261]}

---

(4)
{"formula": "C12H13FO", "method": "ωB97M-V with the def2-TZVPD basis set", "elements": ["C", "C", "C", "C", "C", "C", "C", "C", "C", "C", "C", "C", "O", "F", "H", "H", "H", "H", "H", "H", "H", "H", "H", "H", "H", "H", "H"], "positions_angstrom": [[-0.695733, 1.612740, -2.486260], [0.409899, 0.977932, -3.022505], [-0.957754, 1.517570, -1.110584], [1.001524, -0.028930, -2.294887], [-0.272260, 0.582412, -0.361790], [0.754748, -0.140396, -0.955967], [-0.767467, 0.532434, 1.029771], [1.540818, -1.104558, -0.188994], [-2.030915, 0.632003, 1.468810], [-3.265820, 0.515969, 0.647044], [3.019639, -2.198422, 1.545939], [1.744579, -1.474961, 1.142544], [0.184166, 0.618481, 1.989797], [-2.156385, 0.859341, 2.833411], [-1.462215, 2.200587, -2.995579], [0.687610, 1.191841, -4.095376], [-1.852303, 2.001349, -0.713158], [1.835896, -0.532003, -2.856996], [2.416675, -1.400231, -0.820236], [-3.266760, 1.175424, -0.133687], [-4.157149, 0.742913, 1.365237], [-3.479061, -0.543831, 0.342663], [2.821923, -3.286112, 1.508167], [3.262860, -1.935335, 2.622605], [3.845386, -1.954393, 0.866721], [1.054509, -1.345148, 1.874508], [-0.216408, 0.783323, 2.798802]], "forces_ev_per_angstrom": [[-2.4, 1.8, 3.1], [0.4, -0.7, -2.6], [-1.7, 0.2, -3.9], [2.0, 1.0, -2.4], [-3.0, 1.0, 4.7], [2.1, -3.7, 2.3], [5.9, 0.6, -2.8], [2.1, 0.3, 0.1], [-3.9, 0.1, 0.9], [-1.9, -2.2, 4.6], [-0.8, 0.0, 0.7], [1.6, -0.3, -3.7], [1.4, -0.9, -2.1], [-0.3, 0.0, -1.2], [0.8, 0.1, -0.5], [-0.2, -0.5, 1.3], [0.7, 0.2, -0.3], [-0.8, 0.1, 1.3], [-0.7, 0.0, 0.4], [-0.3, 1.3, -2.1], [1.5, -0.1, -1.3], [0.5, 0.9, -0.1], [0.3, 0.3, 0.1], [0.0, -0.3, -1.3], [-0.1, -0.1, 0.3], [-1.8, 0.5, 1.9], [-1.2, 0.3, 2.6]], "lowdin_spin": [0.07, 0.20, 0.10, -0.01, 0.20, 0.17, 0.23, 0.02, 0.42, 0.06, 0.03, 0.22, 0.09, 0.10, 0.00, 0.01, 0.01, 0.00, 0.00, 0.02, 0.00, 0.02, 0.01, 0.00, 0.00, 0.02, 0.00], "total_energy_ev": -17413.3900, "s_squared": 2.039, "mol_weight_g_mol": 192.2, "spin_multiplicity": 3, "gap_ha": [0.191, 0.173]}

---

(5)
{"formula": "C15H13BBrN7O2Rh", "method": "ωB97M-V with the def2-TZVPD basis set", "elements": ["Rh", "C", "C", "N", "N", "C", "B", "N", "C", "C", "C", "N", "N", "C", "C", "C", "N", "H", "H", "H", "H", "H", "H", "H", "H", "H", "H", "Br", "C", "C", "C", "C", "C", "N", "C", "O", "O", "H", "H", "H"], "positions_angstrom": [[-0.377667, -0.442309, 0.277611], [-2.026254, 1.827701, -3.181066], [-1.888419, 0.624111, -2.489146], [-1.178353, 0.820016, -1.381751], [-0.848966, 2.128392, -1.334255], [-1.353540, 2.754310, -2.409525], [-0.019859, 2.665378, -0.149490], [-0.809317, 2.295127, 1.151052], [-1.330023, 3.081728, 2.086543], [-1.877975, 2.285237, 3.092092], [-1.638414, 0.981804, 2.677536], [-0.997696, 1.003842, 1.497819], [1.319789, 1.894530, -0.107292], [2.578990, 2.334106, -0.246249], [3.440285, 1.263134, -0.104366], [2.613857, 0.167360, 0.127399], [1.344397, 0.569345, 0.133496], [-2.533928, 1.994664, -4.114725], [-2.266866, -0.354793, -2.738693], [-1.205814, 3.811796, -2.556008], [0.160649, 3.842946, -0.214819], [-1.300790, 4.153783, 1.979093], [-2.380167, 2.603212, 3.988977], [-1.897714, 0.048973, 3.152095], [2.782354, 3.374612, -0.439058], [4.514062, 1.274468, -0.164424], [2.864144, -0.869392, 0.280892], [-4.219122, 1.357578, 1.245489], [-3.245913, -1.373807, 0.646323], [-4.326403, -2.213995, 0.508960], [-4.068918, -3.476690, -0.010248], [-2.771465, -3.822005, -0.390271], [-1.773022, -2.891989, -0.243567], [-2.023423, -1.679859, 0.301562], [-0.339196, -3.093805, -0.690605], [0.060119, -4.163144, -1.033841], [0.376415, -1.964890, -0.672133], [-5.320300, -1.900600, 0.794992], [-4.876474, -4.187536, -0.129468], [-2.524070, -4.787107, -0.810118]], "forces_ev_per_angstrom": [[-0.2, -0.6, -0.8], [0.0, -0.1, 0.0], [-0.1, 0.0, 0.0], [0.2, 0.0, 0.2], [0.0, 0.1, 0.0], [0.0, 0.0, 0.0], [0.0, -0.2, -0.2], [0.3, 0.1, 0.3], [-0.1, 0.0, 0.0], [-0.2, 0.1, 0.0], [-0.2, -0.1, -0.2], [0.0, 0.1, 0.4], [-0.1, 0.2, 0.2], [0.1, 0.0, 0.0], [0.0, 0.0, 0.0], [0.0, 0.0, 0.0], [0.3, 0.1, -0.1], [0.0, 0.0, 0.0], [0.1, 0.0, 0.0], [0.0, 0.0, 0.0], [-0.1, -0.1, 0.0], [0.0, 0.0, 0.0], [0.0, 0.0, 0.0], [0.0, 0.0, 0.0], [0.0, 0.0, 0.0], [0.0, 0.0, 0.0], [0.0, 0.0, 0.0], [-0.1, 0.2, 0.1], [0.3, -0.4, -0.1], [-0.2, 0.0, 0.0], [0.1, 0.0, 0.0], [0.0, 0.0, 0.0], [0.2, 0.1, 0.0], [-0.4, 0.3, 0.2], [-0.4, 0.1, 0.2], [0.2, -0.1, -0.1], [0.1, 0.2, 0.1], [0.0, 0.0, 0.0], [0.0, 0.0, 0.0], [0.0, 0.0, 0.0]], "lowdin_spin": [1.50, 0.01, 0.01, 0.16, 0.01, 0.01, 0.00, 0.02, 0.04, 0.09, 0.08, 0.04, 0.00, 0.00, 0.00, 0.01, 0.01, 0.00, 0.00, 0.00, 0.00, 0.00, 0.00, 0.00, 0.00, 0.00, 0.00, 0.94, 0.65, 0.07, 0.03, -0.02, 0.03, 0.10, 0.01, 0.04, 0.14, 0.01, 0.01, 0.00], "total_energy_ev": -104011.2366, "s_squared": 6.021, "mol_weight_g_mol": 516.9, "spin_multiplicity": 5, "charge": 1, "gap_ha": [0.333, 0.229]}

---

(6)
{"formula": "C5H10O", "method": "ωB97M-V with the def2-TZVPD basis set", "elements": ["C", "C", "C", "O", "C", "C", "H", "H", "H", "H", "H", "H", "H", "H", "H", "H"], "positions_angstrom": [[0.790581, 0.215413, -2.181254], [0.255312, -0.571618, -0.984160], [-0.725205, 0.227531, -0.145596], [-1.534846, -0.514064, 0.759636], [-0.648780, 0.451975, 1.309077], [0.456067, -0.048998, 2.201032], [-0.031590, 0.533910, -2.833564], [1.464458, -0.402895, -2.783904], [1.337469, 1.113269, -1.871392], [-0.273728, -1.461102, -1.350086], [1.084036, -0.943606, -0.370841], [-1.284632, 0.977019, -0.715137], [-1.169028, 1.331150, 1.702652], [0.935602, -0.936873, 1.780200], [0.046441, -0.313485, 3.182990], [1.212904, 0.730895, 2.348480]], "forces_ev_per_angstrom": [[0.0, 0.1, 0.0], [0.0, -0.1, 0.1], [0.1, 0.1, -0.2], [-0.2, -0.1, 0.1], [0.2, 0.2, 0.2], [0.0, -0.1, -0.1], [0.1, 0.0, 0.1], [-0.1, 0.1, 0.1], [-0.1, -0.1, 0.0], [0.0, 0.1, 0.1], [-0.1, 0.1, -0.1], [0.0, -0.2, 0.1], [0.1, -0.1, -0.1], [-0.1, 0.1, 0.1], [0.1, 0.0, -0.2], [-0.1, -0.1, 0.0]], "lowdin_charge": [-0.11, -0.20, -0.28, -0.02, -0.31, -0.04, 0.07, 0.07, 0.08, 0.12, 0.10, 0.14, 0.14, 0.07, 0.08, 0.08], "total_energy_ev": -7393.6144, "mol_weight_g_mol": 86.1, "spin_multiplicity": 1, "gap_ha": 0.410, "smiles": "CC[C@H]1O[C@H]1C"}

---

What did the fourth record say?
{"formula": "C12H13FO", "method": "ωB97M-V with the def2-TZVPD basis set", "elements": ["C", "C", "C", "C", "C", "C", "C", "C", "C", "C", "C", "C", "O", "F", "H", "H", "H", "H", "H", "H", "H", "H", "H", "H", "H", "H", "H"], "positions_angstrom": [[-0.695733, 1.612740, -2.486260], [0.409899, 0.977932, -3.022505], [-0.957754, 1.517570, -1.110584], [1.001524, -0.028930, -2.294887], [-0.272260, 0.582412, -0.361790], [0.754748, -0.140396, -0.955967], [-0.767467, 0.532434, 1.029771], [1.540818, -1.104558, -0.188994], [-2.030915, 0.632003, 1.468810], [-3.265820, 0.515969, 0.647044], [3.019639, -2.198422, 1.545939], [1.744579, -1.474961, 1.142544], [0.184166, 0.618481, 1.989797], [-2.156385, 0.859341, 2.833411], [-1.462215, 2.200587, -2.995579], [0.687610, 1.191841, -4.095376], [-1.852303, 2.001349, -0.713158], [1.835896, -0.532003, -2.856996], [2.416675, -1.400231, -0.820236], [-3.266760, 1.175424, -0.133687], [-4.157149, 0.742913, 1.365237], [-3.479061, -0.543831, 0.342663], [2.821923, -3.286112, 1.508167], [3.262860, -1.935335, 2.622605], [3.845386, -1.954393, 0.866721], [1.054509, -1.345148, 1.874508], [-0.216408, 0.783323, 2.798802]], "forces_ev_per_angstrom": [[-2.4, 1.8, 3.1], [0.4, -0.7, -2.6], [-1.7, 0.2, -3.9], [2.0, 1.0, -2.4], [-3.0, 1.0, 4.7], [2.1, -3.7, 2.3], [5.9, 0.6, -2.8], [2.1, 0.3, 0.1], [-3.9, 0.1, 0.9], [-1.9, -2.2, 4.6], [-0.8, 0.0, 0.7], [1.6, -0.3, -3.7], [1.4, -0.9, -2.1], [-0.3, 0.0, -1.2], [0.8, 0.1, -0.5], [-0.2, -0.5, 1.3], [0.7, 0.2, -0.3], [-0.8, 0.1, 1.3], [-0.7, 0.0, 0.4], [-0.3, 1.3, -2.1], [1.5, -0.1, -1.3], [0.5, 0.9, -0.1], [0.3, 0.3, 0.1], [0.0, -0.3, -1.3], [-0.1, -0.1, 0.3], [-1.8, 0.5, 1.9], [-1.2, 0.3, 2.6]], "lowdin_spin": [0.07, 0.20, 0.10, -0.01, 0.20, 0.17, 0.23, 0.02, 0.42, 0.06, 0.03, 0.22, 0.09, 0.10, 0.00, 0.01, 0.01, 0.00, 0.00, 0.02, 0.00, 0.02, 0.01, 0.00, 0.00, 0.02, 0.00], "total_energy_ev": -17413.3900, "s_squared": 2.039, "mol_weight_g_mol": 192.2, "spin_multiplicity": 3, "gap_ha": [0.191, 0.173]}